Arrangement 1

Molecular formula: C9H14
Method: DFT, ωB97M-V with the def2-TZVPD basis set

Calculated values
M = 122.2 g/mol
structure (SMILES) = Cc1ccccc1.CC
Kohn-Sham gap = 10.105 eV
E_LUMO = 1.037 eV

Last column: natural (NBO) charge in e.
Positions of all 23 atoms, in Å:
1 C 2.756 -1.619 0.362  -0.631
2 C -1.263 -0.476 1.354  -0.235
3 C -0.997 -1.801 0.892  -0.193
4 C -0.259 0.447 1.421  -0.189
5 C 0.292 -2.046 0.500  -0.227
6 C 1.113 0.086 1.208  -0.232
7 C 1.362 -1.183 0.731  -0.009
8 H -2.306 -0.248 1.550  0.208
9 H -1.837 -2.446 0.684  0.215
10 H -0.475 1.469 1.713  0.210
11 H 0.503 -3.072 0.226  0.205
12 H 1.724 0.866 1.619  0.221
13 H 3.003 -1.404 -0.670  0.221
14 H 2.921 -2.683 0.552  0.215
15 H 3.548 -1.074 0.891  0.217
16 C -1.503 1.563 -2.234  -0.620
17 C -1.006 2.236 -0.946  -0.615
18 H -0.854 0.917 -2.863  0.207
19 H -2.310 0.925 -1.910  0.203
20 H -1.849 2.270 -2.999  0.201
21 H -0.792 3.281 -1.166  0.202
22 H -0.013 1.865 -0.731  0.217
23 H -1.759 2.126 -0.182  0.207

***

Arrangement 2

Molecular formula: C9H14
Method: DFT, ωB97M-V with the def2-TZVPD basis set

Calculated values
M = 122.2 g/mol
structure (SMILES) = Cc1ccccc1.CC
Kohn-Sham gap = 9.800 eV
E_LUMO = 0.970 eV

Last column: natural (NBO) charge in e.
Positions of all 23 atoms, in Å:
1 C 2.090 -0.143 0.749  -0.646
2 C -1.046 -2.683 -0.737  -0.226
3 C -0.510 -2.819 0.496  -0.215
4 C -0.456 -1.634 -1.553  -0.190
5 C 0.475 -2.015 1.015  -0.227
6 C 0.527 -0.832 -1.113  -0.243
7 C 0.988 -0.943 0.205  -0.010
8 H -1.966 -3.205 -1.160  0.226
9 H -0.847 -3.714 1.028  0.208
10 H -0.803 -1.474 -2.648  0.212
11 H 0.463 -2.134 2.145  0.225
12 H 0.901 0.048 -1.639  0.217
13 H 3.047 -0.713 0.906  0.228
14 H 1.870 0.289 1.775  0.221
15 H 2.431 0.750 0.233  0.220
16 C -1.318 2.093 -0.225  -0.620
17 C -0.469 3.262 0.424  -0.592
18 H -1.839 2.514 -1.183  0.198
19 H -0.752 1.276 -0.580  0.206
20 H -2.030 1.528 0.419  0.209
21 H 0.574 3.237 -0.237  0.193
22 H -0.274 3.124 1.413  0.198
23 H -1.057 4.189 0.267  0.208

***

Arrangement 3

Molecular formula: C9H14
Method: DFT, ωB97M-V with the def2-TZVPD basis set

Calculated values
M = 122.2 g/mol
structure (SMILES) = Cc1ccccc1.CC
Kohn-Sham gap = 10.115 eV
E_LUMO = 1.022 eV

Last column: natural (NBO) charge in e.
Positions of all 23 atoms, in Å:
1 C -1.426 2.013 0.519  -0.620
2 C -1.653 2.991 -0.608  -0.611
3 H -0.826 1.132 0.315  0.218
4 H -1.037 2.461 1.445  0.199
5 H -2.333 1.554 0.929  0.200
6 H -1.810 2.466 -1.548  0.205
7 H -0.839 3.703 -0.687  0.203
8 H -2.547 3.595 -0.418  0.203
9 C 2.811 -0.245 0.555  -0.635
10 C 0.906 -0.346 -1.052  -0.224
11 C 1.376 -0.551 0.242  0.000
12 C -0.302 -0.913 -1.438  -0.200
13 C -1.162 -1.512 -0.533  -0.231
14 C 0.536 -1.221 1.130  -0.229
15 C -0.724 -1.654 0.768  -0.195
16 H 1.518 0.062 -1.844  0.212
17 H -0.637 -0.787 -2.457  0.208
18 H 3.197 -0.682 1.476  0.217
19 H 2.973 0.833 0.556  0.222
20 H -2.176 -1.770 -0.828  0.217
21 H 0.966 -1.424 2.108  0.210
22 H -1.382 -2.182 1.449  0.213
23 H 3.475 -0.635 -0.210  0.219

***

Arrangement 4

Molecular formula: C9H14
Method: DFT, ωB97M-V with the def2-TZVPD basis set

Calculated values
M = 122.2 g/mol
structure (SMILES) = Cc1ccccc1.CC
Kohn-Sham gap = 10.080 eV
E_LUMO = 1.024 eV

Last column: natural (NBO) charge in e.
Positions of all 23 atoms, in Å:
1 C 3.716 -0.770 0.419  -0.642
2 C -0.187 0.063 -1.291  -0.228
3 C 0.966 0.693 -1.787  -0.196
4 C 0.004 -0.898 -0.326  -0.205
5 C 2.213 0.469 -1.265  -0.227
6 C 1.290 -1.153 0.197  -0.213
7 C 2.407 -0.448 -0.248  -0.002
8 H -1.149 0.294 -1.715  0.215
9 H 0.907 1.390 -2.619  0.211
10 H -0.781 -1.452 0.179  0.212
11 H 3.129 0.826 -1.737  0.209
12 H 1.445 -1.942 0.923  0.205
13 H 3.676 -1.110 1.455  0.222
14 H 4.460 0.030 0.411  0.219
15 H 4.261 -1.515 -0.157  0.221
16 C -3.042 1.130 0.421  -0.625
17 C -3.634 0.263 1.507  -0.616
18 H -2.151 1.598 0.828  0.209
19 H -2.577 0.666 -0.445  0.205
20 H -3.622 1.922 -0.063  0.207
21 H -3.411 0.531 2.535  0.211
22 H -4.706 0.165 1.335  0.206
23 H -3.213 -0.753 1.441  0.203

***

The least stable of the structures above is arrangement 2, whereas arrangement 3 is the most stable.